[1]
Computed, not measured: a cluster of 2 separate species, C6H9N in total, with ωB97M-V/def2-TZVPD.

Geometry (Å):
1 C 2.358 -0.281 -0.197
2 C 0.937 -0.124 0.197
3 C -0.061 -1.028 0.381
4 C -1.254 -0.275 0.635
5 C -2.224 -0.373 -0.472
6 C -0.881 1.040 0.834
7 N 0.420 1.139 0.474
8 H 3.014 -0.074 0.654
9 H 2.540 -1.303 -0.539
10 H 2.611 0.403 -1.016
11 H -0.025 -2.083 0.119
12 H -1.155 0.172 -1.448
13 H -3.113 0.273 -0.324
14 H -2.595 -1.395 -0.673
15 H -1.517 1.914 0.937
16 H 0.946 1.996 0.439

**Largest force on an atom**: 4.30 eV/Å

Mulliken population analysis, charges in e, atoms 1 to 6:
1. C -1.252
2. C 0.105
3. C -0.403
4. C 0.543
5. C -0.988
6. C -0.542

[2]
Computed, not measured: a cluster of 2 separate species, C6H9N in total, with ωB97M-V/def2-TZVPD.

Geometry (Å):
1 C 0.325 0.812 1.598
2 C -0.855 0.743 0.660
3 C 1.273 -0.524 -1.452
4 C 0.903 -1.782 -1.252
5 C -1.410 -0.393 0.239
6 C -1.373 1.991 0.155
7 N -1.785 2.994 -0.254
8 H 0.000 1.011 2.624
9 H 1.016 1.610 1.307
10 H 0.870 -0.137 1.583
11 H 2.037 -0.046 -0.841
12 H 0.792 0.103 -2.199
13 H 0.106 -2.240 -1.834
14 H 1.347 -2.395 -0.470
15 H -2.221 -0.408 -0.482
16 H -1.024 -1.351 0.575

**SMILES**: C=C(C)C#N.C=C
**Largest force on an atom**: 1.09 eV/Å

Mulliken population analysis, charges in e, atoms 1 to 6:
1. C -1.233
2. C 0.778
3. C -0.465
4. C -0.598
5. C -0.909
6. C 0.120

[3]
Computed, not measured: a cluster of 2 separate species, C6H9N in total, with ωB97M-V/def2-TZVPD.

Geometry (Å):
1 C 1.234 1.112 0.198
2 C 0.954 -0.187 -0.479
3 C -1.177 -0.402 1.287
4 C -2.133 0.010 0.458
5 C -0.085 -0.444 -1.271
6 C 2.124 -0.964 -0.686
7 N 3.087 -1.540 -0.925
8 H 1.829 1.716 -0.489
9 H 1.826 0.962 1.104
10 H 0.312 1.645 0.391
11 H -0.909 0.159 2.181
12 H -0.835 -1.437 1.302
13 H -2.765 -0.687 -0.095
14 H -2.591 0.989 0.549
15 H -0.154 -1.299 -1.925
16 H -0.716 0.366 -1.598

**SMILES**: C=C(C)C#N.C=C
**Largest force on an atom**: 1.97 eV/Å

Mulliken population analysis, charges in e, atoms 1 to 6:
1. C -1.352
2. C 0.873
3. C -0.604
4. C -0.545
5. C -0.907
6. C 0.047

[4]
Computed, not measured: an isolated molecule of C6H9N, with ωB97M-V/def2-TZVPD.

Geometry (Å):
1 C 0.153 -0.548 -1.979
2 N -0.022 -0.161 -0.653
3 C -1.123 -0.084 0.240
4 C -0.393 -0.153 1.579
5 C 1.035 -0.465 1.150
6 C 0.616 0.986 -0.002
7 C -0.602 1.167 0.913
8 H -0.174 -1.585 -2.086
9 H 1.227 -0.498 -2.242
10 H -0.405 0.119 -2.639
11 H -2.104 -0.493 0.024
12 H -0.875 -0.464 2.497
13 H 1.137 -1.567 0.880
14 H 1.876 -0.148 1.714
15 H 0.737 1.858 -0.741
16 H -1.085 2.036 1.347

**SMILES**: CN1[C@H]2[C@H]3C[C@@H]1[C@H]32
**Largest force on an atom**: 2.10 eV/Å

Mulliken population analysis, charges in e, atoms 1 to 6:
1. C -0.998
2. N 0.102
3. C -0.490
4. C -0.394
5. C -0.461
6. C -0.583

[5]
Computed, not measured: a structure of composition C6H9N, with ωB97M-V/def2-TZVPD.

Geometry (Å):
1 C -1.852 -2.160 -1.865
2 C -1.331 -1.069 -1.041
3 C -0.914 -0.155 -0.376
4 C -0.488 1.013 0.395
5 N 0.846 0.887 0.970
6 C 1.562 1.880 1.534
7 C 1.850 -0.010 0.795
8 H -1.912 -1.857 -2.916
9 H -2.856 -2.450 -1.538
10 H -1.207 -3.042 -1.803
11 H -0.469 1.897 -0.262
12 H -1.208 1.224 1.194
13 H 2.000 1.741 2.513
14 H 1.539 2.884 1.097
15 H 2.700 0.260 0.183
16 H 1.740 -1.046 1.121

**Largest force on an atom**: 0.53 eV/Å

Mulliken population analysis, charges in e, atoms 1 to 6:
1. C -1.314
2. C 1.290
3. C -0.442
4. C -0.934
5. N 0.119
6. C -0.648

[6]
Computed, not measured: an isolated molecule of C6H9N, with ωB97M-V/def2-TZVPD.

Geometry (Å):
1 C -0.599 0.485 -2.335
2 C 0.058 1.128 -0.243
3 N -0.965 0.955 -1.228
4 C -0.583 1.137 1.117
5 C 0.137 -0.067 0.640
6 C -0.070 -1.525 0.504
7 C 1.179 -0.975 1.167
8 H -1.369 0.020 -2.932
9 H 0.447 0.448 -2.660
10 H 0.982 1.658 -0.501
11 H -1.670 1.122 1.040
12 H -0.160 1.752 1.896
13 H 0.050 -1.972 -0.483
14 H -0.809 -2.021 1.129
15 H 1.248 -1.058 2.249
16 H 2.124 -1.087 0.640

**SMILES**: C=N[C@H]1CC12CC2
**Largest force on an atom**: 0.84 eV/Å

Mulliken population analysis, charges in e, atoms 1 to 6:
1. C -0.399
2. C -0.177
3. N -0.460
4. C -0.737
5. C 0.487
6. C -0.619

Number 1: LUMO energy 0.9 eV, DFT total energy -7854.6625 eV. Number 2: LUMO energy 0.6 eV, DFT total energy -7856.0337 eV. Number 3: LUMO energy 0.3 eV, DFT total energy -7854.9612 eV. Number 4: LUMO energy 1.1 eV, DFT total energy -7851.2426 eV. Number 5: LUMO energy 0.9 eV, DFT total energy -7852.7819 eV. Number 6: LUMO energy 1.2 eV, DFT total energy -7854.9568 eV.